#i
{
  "formula": "C31H40F4N6OSSiTi",
  "method": "the ωB97M-V functional and the def2-TZVPD basis",
  "lumo_energy_ha": [0.005, 0.005],
  "homo_energy_ev": [-5.5619, -7.0162],
  "gap_ev": [5.70, 7.15],
  "s2": 2.004,
  "spin_multiplicity": 3,
  "elements": ["Ti", "C", "C", "N", "C", "C", "C", "C", "N", "C", "C", "F", "C", "F", "C", "C", "F", "C", "F", "H", "H", "H", "H", "H", "H", "H", "H", "H", "H", "H", "H", "H", "H", "H", "C", "Si", "C", "C", "N", "C", "C", "C", "C", "C", "C", "O", "C", "C", "C", "C", "C", "C", "H", "H", "H", "H", "H", "H", "H", "H", "H", "H", "H", "H", "H", "H", "H", "H", "H", "H", "C", "C", "C", "N", "N", "C", "N", "S", "H", "H", "H", "H", "H", "H", "H"],
  "xyz": [[-0.019, -0.283, -0.115], [-0.172, -1.334, 3.876], [-0.382, -0.579, 2.565], [0.535, 0.528, 2.236], [0.081, 1.711, 2.991], [0.833, 3.005, 2.743], [1.973, 0.253, 2.382], [2.565, -0.668, 1.304], [2.094, -0.263, -0.003], [2.788, -0.014, -1.112], [2.058, 0.220, -2.309], [0.672, 0.163, -2.236], [2.615, 0.505, -3.525], [1.800, 0.676, -4.582], [3.989, 0.598, -3.683], [4.739, 0.386, -2.540], [6.079, 0.470, -2.613], [4.185, 0.094, -1.310], [5.020, -0.063, -0.255], [-0.959, -2.078, 3.997], [0.784, -1.860, 3.890], [-0.206, -0.676, 4.746], [-0.317, -1.357, 1.791], [-1.393, -0.172, 2.514], [-0.966, 1.867, 2.717], [0.096, 1.493, 4.070], [0.889, 3.236, 1.683], [0.291, 3.816, 3.231], [1.843, 3.005, 3.153], [2.479, 1.214, 2.296], [2.207, -0.144, 3.381], [3.653, -0.668, 1.401], [2.239, -1.701, 1.507], [4.445, 0.817, -4.634], [-2.785, -2.659, -1.422], [-3.441, -1.038, -0.731], [-4.590, -0.399, -2.079], [-4.410, -1.541, 0.808], [-2.152, 0.059, -0.376], [-2.458, 1.389, -0.107], [-3.756, 1.869, 0.179], [-4.038, 3.198, 0.450], [-3.033, 4.153, 0.468], [-1.734, 3.736, 0.217], [-1.478, 2.406, -0.046], [-0.136, 2.024, -0.252], [0.629, 2.779, -1.141], [0.101, 3.186, -2.357], [0.936, 3.836, -3.252], [2.269, 4.069, -2.938], [2.775, 3.653, -1.717], [1.953, 3.004, -0.803], [-3.661, -3.213, -1.773], [-2.270, -3.275, -0.687], [-2.130, -2.520, -2.285], [-5.496, -1.009, -2.122], [-4.082, -0.504, -3.041], [-4.891, 0.642, -1.983], [-5.247, -2.198, 0.561], [-4.803, -0.701, 1.379], [-3.738, -2.098, 1.468], [-4.582, 1.173, 0.189], [-5.063, 3.483, 0.652], [-3.248, 5.192, 0.678], [-0.909, 4.437, 0.223], [-0.933, 2.981, -2.595], [0.548, 4.150, -4.213], [2.916, 4.566, -3.648], [3.816, 3.817, -1.471], [2.332, 2.626, 0.135], [1.266, -5.109, 2.636], [0.333, -5.488, 1.491], [0.359, -4.461, 0.395], [0.021, -3.234, 0.589], [0.195, -2.439, -0.540], [0.615, -3.135, -1.555], [0.837, -2.597, -2.791], [0.850, -4.800, -1.222], [1.201, -5.838, 3.442], [1.002, -4.130, 3.035], [2.303, -5.066, 2.300], [-0.697, -5.574, 1.841], [0.604, -6.461, 1.079], [0.162, -1.926, -3.122], [1.199, -3.208, -3.502]]
}

#ii
{
  "formula": "C31H40F4N6OSSiTi",
  "method": "the ωB97M-V functional and the def2-TZVPD basis",
  "lumo_energy_ha": [0.001, 0.001],
  "homo_energy_ev": [-5.6623, -7.1557],
  "gap_ev": [5.70, 7.18],
  "s2": 2.007,
  "spin_multiplicity": 3,
  "elements": ["Ti", "C", "C", "N", "C", "C", "C", "C", "N", "C", "C", "F", "C", "F", "C", "C", "F", "C", "F", "H", "H", "H", "H", "H", "H", "H", "H", "H", "H", "H", "H", "H", "H", "H", "C", "Si", "C", "C", "N", "C", "C", "C", "C", "C", "C", "O", "C", "C", "C", "C", "C", "C", "H", "H", "H", "H", "H", "H", "H", "H", "H", "H", "H", "H", "H", "H", "H", "H", "H", "H", "C", "C", "C", "N", "N", "C", "N", "S", "H", "H", "H", "H", "H", "H", "H"],
  "xyz": [[0.769, 0.112, 0.337], [2.955, -2.106, 2.252], [1.462, -2.394, 2.247], [0.641, -1.172, 2.290], [0.941, -0.349, 3.478], [0.811, -1.038, 4.832], [-0.783, -1.542, 2.234], [-1.710, -0.346, 2.074], [-1.179, 0.597, 1.093], [-1.940, 1.698, 0.834], [-1.309, 2.887, 0.403], [0.034, 2.883, 0.276], [-1.978, 4.059, 0.136], [-1.267, 5.130, -0.252], [-3.349, 4.164, 0.282], [-4.000, 3.023, 0.697], [-5.335, 3.048, 0.856], [-3.341, 1.834, 0.950], [-4.118, 0.774, 1.272], [3.196, -1.320, 1.533], [3.506, -3.011, 1.987], [3.306, -1.786, 3.234], [1.200, -3.059, 3.081], [1.191, -2.926, 1.335], [0.279, 0.513, 3.442], [1.953, 0.038, 3.357], [-0.191, -1.435, 4.999], [1.006, -0.306, 5.616], [1.527, -1.852, 4.959], [-1.085, -2.123, 3.115], [-0.899, -2.197, 1.370], [-1.861, 0.150, 3.044], [-2.682, -0.766, 1.804], [-3.878, 5.083, 0.085], [1.765, 2.734, 2.939], [3.143, 2.276, 1.728], [4.538, 1.517, 2.748], [3.764, 3.911, 1.035], [2.556, 1.245, 0.465], [3.127, 1.372, -0.790], [4.507, 1.500, -1.028], [5.028, 1.754, -2.287], [4.189, 1.884, -3.383], [2.822, 1.700, -3.205], [2.327, 1.392, -1.954], [0.959, 1.179, -1.728], [0.151, 0.636, -2.711], [0.602, -0.271, -3.660], [-0.307, -0.833, -4.548], [-1.652, -0.499, -4.494], [-2.088, 0.413, -3.540], [-1.192, 0.983, -2.651], [1.753, 3.822, 3.047], [1.919, 2.307, 3.932], [0.780, 2.436, 2.581], [4.805, 2.184, 3.573], [5.437, 1.353, 2.149], [4.253, 0.554, 3.179], [4.000, 4.593, 1.857], [2.980, 4.376, 0.431], [4.652, 3.817, 0.411], [5.175, 1.423, -0.178], [6.099, 1.866, -2.407], [4.581, 2.119, -4.363], [2.145, 1.796, -4.043], [1.648, -0.542, -3.707], [0.052, -1.535, -5.291], [-2.352, -0.931, -5.198], [-3.133, 0.692, -3.490], [-1.522, 1.693, -1.905], [4.253, -1.814, -3.040], [3.829, -2.255, -1.639], [2.349, -2.332, -1.479], [1.652, -1.509, -0.779], [0.297, -1.731, -0.809], [-0.030, -2.730, -1.560], [-1.315, -3.151, -1.727], [1.343, -3.529, -2.270], [5.340, -1.795, -3.112], [3.889, -0.808, -3.249], [3.875, -2.497, -3.804], [4.183, -1.534, -0.900], [4.264, -3.227, -1.393], [-2.002, -2.474, -1.425], [-1.538, -3.594, -2.603]]
}

Last place for stability: #i

#i
{
  "formula": "C4H14O4",
  "method": "the ωB97M-V functional and the def2-TZVPD basis",
  "lumo_energy_ha": 0.023,
  "homo_energy_ev": -10.1090,
  "gap_ev": 10.73,
  "smiles": "C[C@H](O)CCO.O.O",
  "elements": ["C", "O", "C", "C", "C", "O", "H", "H", "H", "H", "H", "H", "H", "H", "H", "H", "H", "H", "O", "H", "H", "O"],
  "xyz": [[1.957, 0.498, -1.010], [0.947, 0.009, -1.883], [1.344, 0.811, 0.290], [-0.131, 1.354, 0.110], [-0.794, 1.921, 1.465], [-1.082, 0.308, -0.237], [2.316, 1.348, -1.641], [2.690, -0.203, -0.836], [1.459, -0.676, -2.487], [1.820, 1.670, 0.915], [1.333, -0.076, 0.916], [-0.226, 2.110, -0.608], [-1.708, 2.455, 1.086], [-0.149, 2.450, 2.085], [-0.965, 0.972, 1.975], [-0.446, -0.375, -0.766], [-1.640, -1.128, 0.667], [-2.643, -1.834, 1.616], [-2.094, -1.899, 0.895], [-0.993, -2.973, -0.218], [-0.751, -3.519, -1.610], [-0.244, -3.223, -0.723]]
}

#ii
{
  "formula": "C4H14O4",
  "method": "the ωB97M-V functional and the def2-TZVPD basis",
  "lumo_energy_ha": 0.017,
  "homo_energy_ev": -9.8512,
  "gap_ev": 10.30,
  "smiles": "C[C@H](O)CCO.O.O",
  "elements": ["C", "O", "C", "C", "C", "O", "H", "H", "H", "H", "H", "H", "H", "H", "H", "H", "H", "H", "O", "H", "H", "O"],
  "xyz": [[1.889, 0.990, -0.528], [2.447, -0.095, -1.272], [0.487, 0.522, -0.125], [-0.642, 1.069, -0.976], [-1.035, 2.496, -0.722], [-1.891, 0.350, -0.755], [1.866, 1.924, -1.115], [2.484, 1.267, 0.332], [3.397, 0.030, -1.277], [0.181, 0.804, 0.899], [0.497, -0.580, -0.145], [-0.394, 0.909, -2.032], [-2.080, 2.651, -0.974], [-0.546, 3.333, -1.228], [-0.825, 2.706, 0.350], [-1.630, -0.575, -0.609], [-1.036, -1.430, 2.964], [0.468, -0.992, 3.044], [-0.125, -1.765, 2.932], [-1.567, -3.550, 0.670], [-0.791, -2.655, 1.520], [-0.928, -2.810, 0.559]]
}

Last place for stability: #i

#i
{
  "formula": "CH6N2O",
  "method": "the ωB97M-V functional and the def2-TZVPD basis",
  "lumo_energy_ha": -0.073,
  "homo_energy_ev": -5.5513,
  "gap_ev": 3.57,
  "elements": ["O", "H", "N", "C", "N", "H", "H", "H", "H", "H"],
  "xyz": [[0.253, -0.858, -3.134], [-0.238, -1.004, -3.989], [-0.884, 1.001, 1.155], [0.272, 0.237, 1.299], [0.782, -0.530, 0.229], [-1.500, 1.077, 0.354], [-1.334, 1.348, 2.121], [0.783, 0.188, 2.241], [0.936, -1.521, 0.366], [0.929, 0.062, -0.641]]
}

#ii
{
  "formula": "CH6N2O",
  "method": "the ωB97M-V functional and the def2-TZVPD basis",
  "lumo_energy_ha": 0.030,
  "homo_energy_ev": -9.9773,
  "gap_ev": 10.80,
  "smiles": "[H]/N=C/N.O",
  "elements": ["O", "H", "N", "C", "N", "H", "H", "H", "H", "H"],
  "xyz": [[-0.527, -2.257, -0.593], [-1.283, -1.777, -0.850], [-0.796, 1.178, 0.187], [0.561, 0.973, 0.331], [1.191, 0.130, -0.402], [-1.232, 0.364, -0.202], [-1.251, 1.637, 0.947], [0.935, 1.255, 1.321], [2.163, 0.171, -0.111], [0.240, -1.675, -0.627]]
}

#iii
{
  "formula": "CH6N2O",
  "method": "the ωB97M-V functional and the def2-TZVPD basis",
  "lumo_energy_ha": 0.024,
  "homo_energy_ev": -7.7355,
  "gap_ev": 8.38,
  "elements": ["C", "N", "N", "O", "H", "H", "H", "H", "H", "H"],
  "xyz": [[-0.623, -0.510, -0.301], [1.553, -0.863, -0.839], [0.481, -0.186, -0.889], [-0.436, 1.296, 1.685], [-0.654, -1.526, 0.079], [-1.657, -0.262, -0.330], [-0.917, 1.546, 0.922], [1.362, -1.805, -0.545], [0.448, 0.762, -1.304], [0.442, 1.549, 1.522]]
}

#iv
{
  "formula": "CH6N2O",
  "method": "the ωB97M-V functional and the def2-TZVPD basis",
  "lumo_energy_ha": 0.030,
  "homo_energy_ev": -9.5960,
  "gap_ev": 10.41,
  "smiles": "[H]/N=C/N.O",
  "elements": ["O", "H", "N", "C", "N", "H", "H", "H", "H", "H"],
  "xyz": [[-0.596, -1.475, 1.580], [-0.986, -0.643, 1.575], [-0.422, 1.263, 0.057], [0.560, 0.797, -0.803], [0.677, -0.485, -1.152], [-1.308, 0.767, 0.040], [-0.200, 2.107, 0.551], [0.971, 1.517, -1.522], [1.629, -0.533, -1.481], [-0.490, -1.638, 0.683]]
}

Last place for stability: #i